--- a ---
DFT (ωB97M-V with the def2-TZVPD basis set) results for a single C9H15NO molecule.

Each line ends with the Mulliken charge.
CARTESIAN COORDINATES (ANGSTROEM)
C -0.69424 -0.37735 -1.76886  -0.57
C -1.45900 -0.20081 -0.78713  0.65
C 0.04249 0.02021 1.87754  0.92
C 0.83330 -0.54556 -1.68916  -0.92
C 1.16874 0.04283 -0.32987  1.39
C -2.82954 -0.06330 -0.38167  -1.23
C -1.05113 -0.66790 2.56449  -1.60
C 2.42437 -0.69305 0.11840  -1.58
C 1.35461 1.65619 -0.54036  -1.56
N 0.14826 -0.30562 0.58468  -0.33
O 0.98050 0.48372 2.53893  -0.65
H -1.13070 -0.51205 -2.70538  0.47
H 1.13479 -1.53417 -1.87639  0.48
H 1.24128 0.12304 -2.50668  0.30
H -3.30604 -1.01252 -0.37931  0.32
H -3.40491 0.64980 -0.97959  0.35
H -2.79015 0.20351 0.65828  0.24
H -0.65295 -0.84852 3.48610  0.47
H -1.28962 -1.52195 1.99702  0.38
H -1.88177 -0.06248 2.67489  0.31
H 3.03144 0.03306 0.73287  0.29
H 3.11937 -1.15554 -0.71729  0.32
H 2.11400 -1.53356 0.77523  0.39
H 0.32998 1.99761 -0.43488  0.43
H 1.65870 1.88434 -1.48468  0.45
H 2.05464 2.04074 0.26472  0.30

The value obtained for the gap between HOMO and LUMO is 9.075 eV. The total charge is 0. The LUMO energy is 0.364 eV.

--- b ---
DFT (ωB97M-V with the def2-TZVPD basis set) results for a single C9H15NO molecule.

Each line ends with the Mulliken charge.
CARTESIAN COORDINATES (ANGSTROEM)
C -2.03227 0.06878 -1.29629  -1.86
C -1.38049 0.48871 0.02748  2.18
C -0.32137 1.54553 -0.20145  -1.40
C -2.43774 0.87043 1.09534  -1.90
C -0.64428 -0.74357 0.45930  -0.92
N 0.60802 -0.89219 0.32162  -0.01
C 1.14575 -2.09655 0.67734  -0.26
C 2.46404 -2.31015 0.42006  -0.32
C 3.36099 -1.56119 -0.42565  -0.57
C 3.15896 -0.28902 -0.74371  0.66
O 4.24363 0.41552 -1.32765  -0.54
H -2.89513 -0.46226 -1.21246  0.48
H -1.28369 -0.48051 -1.67079  0.56
H -2.25794 0.98720 -1.91316  0.31
H 0.28550 1.77234 0.67581  0.36
H 0.28653 1.08339 -0.98891  0.33
H -0.68003 2.54782 -0.58227  0.34
H -2.03643 1.09399 2.05956  0.41
H -3.25400 0.14542 1.28139  0.40
H -2.96728 1.70623 0.72976  0.47
H -1.23318 -1.58762 0.94462  0.30
H 0.57689 -2.73659 1.43409  0.17
H 2.91511 -3.24992 0.72249  0.29
H 4.35355 -2.02183 -0.62925  0.19
H 2.15668 0.13787 -0.56504  0.02
H 5.16554 -0.00496 -1.24532  0.32

The value obtained for the gap between HOMO and LUMO is 8.339 eV. As for the SMILES: CC(C)(C)/C=N/C=C\C=C\O. The total charge is 0. The LUMO energy is 0.607 eV.

Of them, the most stable is b and the least stable is a.

--- a ---
DFT (ωB97M-V with the def2-TZVPD basis set) results for a gas-phase ion, C3H4NO3 (charge -1).

Each line ends with the Mulliken charge.
CARTESIAN COORDINATES (ANGSTROEM)
O 2.08897 -1.21691 1.05414  -0.63
C 1.86510 -0.39277 0.17638  0.03
N 0.68566 0.11870 -0.16309  -0.02
C -0.61141 -0.23236 0.36641  -0.38
C -1.69081 0.54652 -0.42673  0.55
O -2.85384 0.39255 -0.03976  -0.73
O -1.24248 1.26335 -1.35557  -0.77
H 2.68779 0.05804 -0.42340  0.32
H 0.55069 0.75555 -0.93959  0.23
H -0.78944 -1.31900 0.32496  0.21
H -0.69023 0.02635 1.42625  0.19

The value obtained for the gap between HOMO and LUMO is 8.590 eV. As for the SMILES: O=CNCC(=O)[O-]. The total charge is -1. The LUMO energy is 3.879 eV.

--- b ---
DFT (ωB97M-V with the def2-TZVPD basis set) results for a gas-phase ion, C3H4NO3 (charge -1).

Each line ends with the Mulliken charge.
CARTESIAN COORDINATES (ANGSTROEM)
O 2.54741 0.63539 -0.41618  -0.54
C 1.39960 0.92483 -0.15711  0.66
C 0.21108 1.28083 0.24998  -0.75
C -1.05284 0.54902 -0.20715  -0.48
O -1.05179 -0.91501 -0.00933  -0.26
N 0.04217 -1.61749 -0.65205  -0.57
O 0.42970 -2.59879 0.25828  -0.28
H -0.10478 2.20280 0.69335  0.32
H -1.80802 0.82254 0.37695  0.44
H -1.08760 0.82082 -1.21667  0.23
H 0.47509 -2.10494 1.07993  0.22

The value obtained for the gap between HOMO and LUMO (alpha / beta) is 5.075 / 5.073 eV. As for the SMILES: O=C=CCO[N-]O. The total charge is -1. The LUMO energy (alpha / beta) is 4.026 / 4.026 eV.

--- c ---
DFT (ωB97M-V with the def2-TZVPD basis set) results for a gas-phase ion, C3H4NO3 (charge -1).

Each line ends with the Mulliken charge.
CARTESIAN COORDINATES (ANGSTROEM)
C 1.82492 0.34938 -0.28576  -1.01
C 0.94691 -0.86072 -0.05019  0.62
O 1.44301 -1.99046 -0.12347  -0.73
N -0.35280 -0.63839 0.10254  -0.08
C -1.04945 0.72642 0.12789  0.45
O -0.81278 1.41452 1.12683  -0.68
O -1.84210 0.86082 -0.79328  -0.69
H 1.60552 0.75702 -1.27161  0.25
H 2.83435 0.00247 -0.25051  0.32
H 1.70684 1.16787 0.42972  0.32
H -0.91329 -1.39750 0.42562  0.24

The value obtained for the gap between HOMO and LUMO is 8.631 eV. As for the SMILES: CC(=O)NC(=O)[O-]. The total charge is -1. The LUMO energy is 4.154 eV.

Of them, the most stable is c and the least stable is b.